Run a
The molecule C17H19N3O4, computed with the ωB97M-V functional and the def2-TZVPD basis.

CARTESIAN COORDINATES (ANGSTROEM)
C  -3.007  -0.168  2.518
C  -2.960  0.823  3.712
C  -1.865  1.929  3.657
C  -2.041  2.827  4.902
O  -0.486  1.406  3.562
C  -0.038  0.990  2.304
C  -0.319  1.598  1.147
C  0.167  1.116  -0.159
C  0.815  -0.093  -0.226
C  1.121  -0.753  -1.509
N  1.144  -2.087  -1.461
C  1.278  -2.454  -2.818
C  1.107  -3.854  -3.272
C  1.106  -1.311  -3.624
C  0.976  -1.392  -5.090
O  0.056  -0.995  -5.765
O  2.083  -1.813  -5.598
N  1.150  -0.226  -2.818
O  1.233  1.107  -3.372
C  2.605  1.420  -3.657
C  1.183  -0.724  0.957
C  0.753  -0.202  2.156
C  1.263  -0.815  3.313
N  1.819  -1.201  4.226
H  -3.015  0.312  1.497
H  -3.898  -0.780  2.545
H  -2.114  -0.795  2.593
H  -2.910  0.287  4.493
H  -3.922  1.392  3.755
H  -2.183  2.599  2.893
H  -1.183  3.503  4.976
H  -3.001  3.337  4.995
H  -1.926  2.160  5.779
H  -0.920  2.532  1.360
H  -0.086  1.554  -1.175
H  0.967  -3.959  -4.301
H  0.297  -4.371  -2.779
H  2.011  -4.397  -3.005
H  2.014  -1.694  -6.548
H  3.069  0.749  -4.344
H  3.080  1.487  -2.631
H  2.656  2.447  -4.149
H  1.920  -1.492  0.962

Its LUMO energy is 0.26 eV. The HOMO energy is -0.30845 hartree. Its gap between HOMO and LUMO is 8.65 eV.

Run b
A structure of composition C17H19N3O4, computed with the ωB97M-V functional and the def2-TZVPD basis.

CARTESIAN COORDINATES (ANGSTROEM)
O  1.903  2.014  -0.082
C  1.323  1.017  -0.413
N  0.853  0.673  -1.699
H  0.681  -0.183  -1.938
C  1.236  1.844  -2.895
H  0.512  1.681  -3.547
H  1.660  2.621  -2.418
C  2.440  1.262  -3.809
C  3.606  0.700  -2.935
H  4.574  0.704  -3.377
O  3.326  -0.809  -2.466
C  3.108  -1.540  -3.615
H  4.070  -1.373  -4.033
C  1.978  -1.120  -4.323
H  0.985  -1.030  -3.859
O  2.359  0.261  -4.750
H  2.033  -1.516  -5.137
H  3.018  -2.484  -2.985
H  3.623  1.248  -1.937
H  2.944  2.005  -4.223
C  1.203  -0.142  0.337
N  -0.017  -0.770  0.539
N  -0.737  -0.287  1.666
C  -1.831  -0.614  1.982
C  -2.938  -1.331  0.903
C  -2.174  -1.792  0.012
C  -0.677  -1.256  -0.302
O  -0.263  -1.866  -1.418
H  -2.476  -2.454  -0.742
H  -3.684  -1.576  1.385
C  -2.610  0.020  3.140
C  -2.041  1.357  3.623
C  -2.523  1.775  4.887
C  -3.491  1.317  5.538
C  -4.022  0.072  5.025
C  -3.658  -0.725  3.859
H  -4.107  -1.380  3.438
H  -4.715  -0.635  5.679
H  -3.946  1.584  6.413
H  -2.008  2.574  5.169
H  -1.084  1.723  3.350
H  2.013  -1.226  -0.001
H  1.706  0.110  1.352

Its LUMO energy is -0.01 eV. The HOMO energy is -0.33013 hartree. Its gap between HOMO and LUMO is 8.97 eV.

What is the stability order? It is run a, run b, from most stable to least stable.

Run a
A cluster of 2 separate species, C3H11NOS in total, computed with the ωB97M-V functional and the def2-TZVPD basis.

CARTESIAN COORDINATES (ANGSTROEM)
C  -2.377  1.238  -0.010
S  -2.553  -0.502  -0.576
C  -1.588  -0.630  -2.076
H  -1.288  1.443  -0.082
H  -2.761  1.170  0.963
H  -3.095  1.900  -0.487
H  -0.565  -0.813  -1.604
H  -2.046  -1.549  -2.495
H  -1.659  0.161  -2.775
N  1.353  -0.282  0.622
C  2.461  0.256  1.352
O  3.354  -0.756  1.849
H  1.521  -0.845  -0.185
H  0.846  -0.766  1.335
H  3.079  0.780  0.590
H  2.125  0.821  2.170
H  3.193  -1.625  1.410

Its LUMO energy is 0.79 eV. The HOMO energy is -0.30598 hartree. Its gap between HOMO and LUMO is 9.11 eV.

Run b
A cluster of 3 separate species, C3H11NOS in total, computed with the ωB97M-V functional and the def2-TZVPD basis.

CARTESIAN COORDINATES (ANGSTROEM)
C  1.416  0.887  0.205
C  0.075  0.244  0.205
C  -0.386  -0.488  1.526
S  -1.943  -1.398  1.311
N  1.716  1.598  -1.047
H  1.650  1.589  1.128
H  2.168  0.024  0.282
H  -0.112  -0.376  -0.638
H  -0.681  1.057  -0.093
H  0.473  -1.021  1.899
H  -0.519  0.365  2.182
H  -0.492  -2.566  0.305
H  1.804  2.621  -0.936
H  0.957  1.361  -1.809
H  -1.872  -1.217  -0.737
H  -2.438  -1.675  -2.067
O  -1.817  -1.005  -1.715

Its LUMO energy is -1.93 eV. The HOMO energy is -0.33001 hartree. Its gap between HOMO and LUMO is 7.05 eV.

What is the stability order? It is run a, run b, from most stable to least stable.

Run a
A structure of composition C3H11NOS, computed with the ωB97M-V functional and the def2-TZVPD basis.

CARTESIAN COORDINATES (ANGSTROEM)
C  1.330  -1.842  1.894
S  1.477  -0.975  0.314
H  1.686  -2.858  1.721
H  1.964  -1.372  2.642
H  0.308  -1.886  2.265
C  -0.555  1.070  -1.243
O  -0.272  -0.050  -2.070
C  -1.591  0.759  -0.156
N  -1.818  2.004  0.590
H  -1.088  1.760  -1.903
H  0.337  1.578  -0.871
H  0.368  -0.639  -1.608
H  -2.523  0.531  -0.680
H  -1.330  -0.103  0.467
H  -2.713  2.012  1.072
H  -1.105  2.131  1.302
H  0.735  0.491  1.110

Its LUMO energy is -0.67 eV. The HOMO energy is -0.34056 hartree. Its gap between HOMO and LUMO is 8.60 eV.

Run b
A cluster of 2 separate species, C3H11NOS in total, computed with the ωB97M-V functional and the def2-TZVPD basis.

CARTESIAN COORDINATES (ANGSTROEM)
N  -0.508  1.127  0.108
C  -0.595  0.344  1.350
C  -1.338  -0.942  1.124
O  -2.660  -0.621  0.673
H  -1.454  1.329  -0.187
H  -0.059  2.010  0.305
H  -1.070  0.903  2.147
H  0.424  0.179  1.698
H  -0.832  -1.563  0.391
H  -1.443  -1.487  2.064
H  -2.794  -1.071  -0.165
C  2.533  0.032  -1.702
S  0.960  -0.872  -1.793
H  3.260  -0.507  -2.306
H  2.423  1.052  -2.067
H  2.919  0.064  -0.680
H  0.236  0.022  -0.959

Its LUMO energy is 0.81 eV. The HOMO energy is -0.30423 hartree. Its gap between HOMO and LUMO is 9.08 eV.

Run c
A cluster of 3 separate species, C3H11NOS in total, computed with the ωB97M-V functional and the def2-TZVPD basis.

CARTESIAN COORDINATES (ANGSTROEM)
C  2.811  0.148  -1.091
S  1.611  -1.088  -0.530
H  3.730  -0.039  -0.512
H  2.976  -0.021  -2.167
H  2.453  1.187  -0.944
C  -1.276  -0.976  0.813
O  -0.360  -1.614  1.707
C  -1.156  0.579  0.802
N  -2.193  1.078  -0.119
H  -2.276  -1.154  1.235
H  -1.204  -1.250  -0.251
H  0.516  -1.734  1.246
H  -1.332  0.959  1.815
H  -0.165  0.843  0.399
H  -2.662  1.937  0.172
H  -1.704  1.269  -0.978
H  0.230  -0.123  -1.597

Its LUMO energy is -1.44 eV. The HOMO energy is -0.33141 hartree. Its gap between HOMO and LUMO is 7.58 eV.

Run d
A cluster of 2 separate species, C3H11NOS in total, computed with the ωB97M-V functional and the def2-TZVPD basis.

CARTESIAN COORDINATES (ANGSTROEM)
C  -2.339  -0.612  3.342
S  -1.321  0.550  4.275
C  -0.182  1.055  2.994
H  -1.639  -1.112  2.656
H  -2.730  -1.413  3.970
H  -3.062  -0.062  2.720
H  0.693  0.383  2.954
H  -0.008  2.105  3.177
H  -0.471  0.919  1.950
N  0.308  0.200  -3.668
C  1.728  0.010  -3.618
O  1.939  -1.221  -2.922
H  -0.158  -0.363  -2.974
H  -0.100  -0.012  -4.567
H  2.085  0.874  -3.016
H  2.392  0.120  -4.478
H  2.864  -1.421  -2.795

Its LUMO energy is 0.75 eV. The HOMO energy is -0.30810 hartree. Its gap between HOMO and LUMO is 9.13 eV.

What is the stability order? It is run b, run d, run a, run c, from most stable to least stable.

Run a
A cluster of 2 separate species, C3H11NOS in total, computed with the ωB97M-V functional and the def2-TZVPD basis.

CARTESIAN COORDINATES (ANGSTROEM)
C  1.795  -1.383  4.509
S  1.100  -1.967  2.864
C  1.959  -1.054  1.592
H  2.632  -2.017  4.811
H  0.991  -1.377  5.251
H  2.090  -0.287  4.499
H  1.359  -0.480  0.848
H  2.599  -0.306  2.199
H  2.636  -1.682  1.009
N  -1.843  2.407  -3.478
C  -2.198  1.125  -2.975
O  -2.211  0.068  -3.932
H  -0.905  2.485  -3.749
H  -2.434  2.815  -4.291
H  -1.303  0.792  -2.263
H  -3.273  1.216  -2.512
H  -2.994  -0.355  -4.382

Its LUMO energy is 0.88 eV. The HOMO energy is -0.31274 hartree. Its gap between HOMO and LUMO is 9.39 eV.

Run b
A cluster of 2 separate species, C3H11NOS in total, computed with the ωB97M-V functional and the def2-TZVPD basis.

CARTESIAN COORDINATES (ANGSTROEM)
C  -0.498  -0.786  1.209
C  0.755  -1.513  0.739
N  0.390  -2.814  -0.089
C  1.712  -0.727  -0.194
S  3.262  -1.318  -0.425
H  -0.346  -0.074  2.035
H  -1.141  -1.692  1.326
H  -1.180  -0.241  0.424
H  1.365  -2.065  1.593
H  -0.370  -2.757  -0.867
H  -0.213  -3.324  0.669
H  1.183  -0.555  -1.208
H  1.917  0.323  0.205
H  3.157  -2.240  -1.337
O  -3.063  6.776  -1.612
H  -3.191  6.926  -0.609
H  -3.740  6.081  -1.859

Its LUMO energy is 0.88 eV. The HOMO energy is -0.32216 hartree. Its gap between HOMO and LUMO is 9.65 eV.

What is the stability order? It is run a, run b, from most stable to least stable.